[1]
Density functional theory data (ωB97M-V/def2-TZVPD) for a molecular structure, C27H56AlBr4ClCsF6LiN3O10P2 in a non-equilibrium geometry.

LUMO: -5.59 eV
Kohn-Sham gap: 3.399 eV
net charge: +1
spin multiplicity: 1
energy: -388751.3172 eV

Last column: Mulliken charge in e.
Atoms and positions in Å:
C1 0.23627 0.26981 -5.11492  -1.50
C2 0.48469 0.91595 -3.85501  0.63
C3 0.80379 2.49407 -3.75569  0.65
O1 1.81048 3.02814 -4.28477  -0.46
O2 -0.13445 3.28387 -2.95792  -0.41
C4 0.29044 3.05262 -1.57273  0.55
C5 -0.59265 3.82199 -0.45165  -0.73
C6 -0.35219 2.99470 0.94866  -0.07
C7 1.18525 3.16084 1.43759  -0.57
C8 1.89750 1.81744 1.98864  -1.45
C9 1.98628 0.61581 0.91846  -1.29
C10 2.38730 -0.75207 1.71802  1.56
O3 3.68849 -0.74902 2.33038  -0.40
C11 4.69832 -0.07208 1.53492  -0.54
C12 2.09693 -2.11503 0.80344  -0.25
C13 2.77354 -2.05946 -0.68298  -1.22
C14 3.84138 -3.25797 -0.76556  -0.71
C15 4.98701 -3.22231 0.35895  -0.72
Cl1 4.55727 -3.46306 -2.47120  -0.17
N1 0.57171 -2.32226 0.68266  -1.11
P1 -0.03227 -3.17344 2.16323  0.34
C16 -1.55313 -2.13086 2.68815  -0.58
O4 -0.46875 -4.79656 1.78554  -0.26
H1 1.01329 0.40990 -5.94943  0.71
H2 -0.73320 -0.32118 -5.21096  0.27
H3 0.45386 0.27651 -2.88592  -0.33
H4 1.36284 3.43965 -1.47164  0.17
H5 0.27357 1.94412 -1.28343  -0.41
H6 -0.27649 4.93123 -0.34917  0.31
H7 -1.71378 3.84593 -0.74436  0.08
H8 -0.70044 1.91518 0.76590  -0.27
H9 -1.05074 3.44693 1.72995  0.64
H10 1.84104 3.69078 0.64624  0.26
H11 1.15433 3.89661 2.33309  0.39
H12 2.91683 2.11874 2.43292  0.27
H13 1.23068 1.42943 2.85553  0.26
H14 0.87920 0.45121 0.52919  1.20
H15 2.62100 0.84508 -0.02638  0.30
H16 1.62713 -0.83893 2.59345  0.20
H17 4.58746 -0.18336 0.40563  0.17
H18 4.71970 1.03067 1.88473  0.27
H19 5.75156 -0.47957 1.79333  0.29
H20 2.45298 -3.00975 1.44784  0.27
H21 3.17249 -1.01978 -1.01268  0.29
H22 1.91560 -2.33542 -1.45554  0.83
H23 3.24080 -4.23375 -0.58333  0.30
H24 5.77048 -2.39685 0.20070  0.23
H25 5.52747 -4.24483 0.30649  0.33
H26 4.60180 -3.11276 1.42897  0.21
H27 0.35432 -3.00729 -0.08299  0.72
H28 -1.87157 -2.30398 3.77555  0.35
H29 -2.43589 -2.21999 1.94283  0.25
H30 -1.20718 -1.02180 2.61362  0.12
H31 0.29050 -5.42551 1.93304  0.19
Cs1 0.22290 -0.77968 -0.57877  1.10
Br1 -2.74248 1.55533 1.82374  -0.67
Al1 1.13289 -4.80886 3.92766  0.51
C17 5.43535 -7.33674 0.02262  0.70
O5 5.68961 -6.64848 1.00353  -0.65
N2 5.74330 -8.65206 -0.04731  -0.32
N3 4.82180 -6.83598 -1.07874  -0.31
H32 5.54327 -9.23202 -0.84190  0.15
H33 6.20065 -9.06059 0.75205  0.19
H34 4.57860 -5.85866 -1.06258  0.14
H35 4.60252 -7.37940 -1.89403  0.16
C18 -6.49817 2.69498 1.75170  -0.65
O6 -5.99371 3.93524 1.27710  -0.36
C19 -5.89973 3.97208 -0.14517  -0.34
C20 -7.03224 4.79226 -0.75318  -0.29
O7 -8.29017 4.13778 -0.58868  -0.42
C21 -9.06791 4.72098 0.44759  -0.67
H36 -6.70215 2.79529 2.81937  0.25
H37 -7.42622 2.41688 1.24493  0.34
H38 -5.74827 1.90982 1.61091  0.16
H39 -5.87966 2.95943 -0.56352  0.32
H40 -4.94705 4.45467 -0.38689  0.25
H41 -6.86041 4.88344 -1.83085  0.35
H42 -7.05618 5.80170 -0.32946  0.24
H43 -9.42953 5.70475 0.13268  0.29
H44 -8.49772 4.81516 1.37545  0.30
H45 -9.92882 4.07509 0.63224  0.26
F1 5.49917 5.94858 -2.51953  -0.33
P2 4.60329 4.93009 -3.37749  0.91
F2 5.48520 3.75305 -2.72721  -0.32
F3 3.65919 4.81055 -2.07695  -0.28
F4 5.12443 4.08309 -4.63990  -0.33
F5 4.71985 6.22929 -4.31388  -0.34
F6 3.12798 4.74520 -3.98494  -0.31
O8 6.35096 -11.14740 0.98659  -0.46
C22 5.69371 -12.16951 1.44708  -0.17
C23 4.47287 -11.62849 2.41369  -0.08
O9 3.82472 -12.65042 2.88012  -0.39
H46 6.25506 -12.89409 2.05925  0.29
H47 5.21197 -12.83117 0.70852  0.28
H48 3.90822 -10.91291 1.79280  0.22
H49 4.95593 -10.95973 3.14515  0.27
Li1 -0.06907 1.94413 -6.90217  0.96
C24 -6.93699 10.46992 0.00388  -1.12
C25 -6.48473 9.10301 -0.43588  0.80
O10 -7.07785 8.09839 -0.08797  -0.53
C26 -5.27012 9.02656 -1.32251  -1.02
H50 -7.82149 10.37210 0.63710  0.30
H51 -6.14625 10.95570 0.57963  0.32
H52 -7.19584 11.07416 -0.86832  0.33
H53 -4.40546 9.44827 -0.80570  0.33
H54 -5.45503 9.56667 -2.25357  0.32
H55 -5.06057 7.98107 -1.55987  0.21
C27 -3.92982 -6.23276 1.81178  -0.28
Br2 -4.80845 -4.57199 1.32890  0.00
Br3 -5.17862 -7.71287 1.89526  -0.01
Br4 -2.42973 -6.61966 0.64186  -0.05
H56 -3.52581 -6.09956 2.81439  0.31

***

[2]
Density functional theory data (ωB97M-V/def2-TZVPD) for 7 unconnected molecules or ions with the total composition C20H45N4O8 in a non-equilibrium geometry.

LUMO: -1.99 eV
Kohn-Sham gap: 9.404 eV
net charge: +1
spin multiplicity: 1
energy above the lowest of the compared OMol25 structures with the same formula, charge and spin: 0.0 kcal per mole
energy: -43808.0858 eV

Last column: Mulliken charge in e.
Atoms and positions in Å:
O1 -0.45166 0.96210 -0.45256  1.39
H1 -0.39174 0.23402 0.21866  0.22
H2 0.43827 1.44795 -0.64426  0.07
H3 -0.88398 0.58415 -1.27700  0.21
O2 -1.41477 0.19408 -2.69720  -0.70
C1 -2.41766 -0.50679 -2.87725  0.81
N1 -2.31538 -1.84877 -2.95912  -0.32
C2 -3.74493 0.09457 -3.22192  -1.46
H4 -3.12924 -2.34829 -3.26985  0.19
H5 -1.39844 -2.25569 -2.89508  0.24
H6 -4.55616 -0.32118 -2.62402  0.41
H7 -3.96398 -0.12139 -4.27303  0.45
H8 -3.75175 1.17665 -3.15364  0.30
O3 -0.98038 -1.08740 1.04341  -0.96
C3 -0.90013 -2.27226 1.36255  0.69
N2 0.27714 -2.92331 1.33764  -0.35
C4 -2.12061 -3.02603 1.78459  -1.36
H9 0.36416 -3.83837 1.74009  0.21
H10 1.07929 -2.38173 1.04709  0.06
H11 -2.78137 -2.98737 0.91088  0.28
H12 -2.68875 -2.56293 2.58684  0.25
H13 -1.97641 -4.08448 1.99639  0.51
O4 -4.99607 1.79742 -0.51524  -0.66
C5 -4.35950 1.62913 0.51155  0.59
N3 -3.20937 2.31041 0.76329  -0.28
C6 -4.72502 0.54596 1.49407  -0.63
H14 -2.96075 2.96529 0.04008  0.21
H15 -2.48941 1.91719 1.34652  0.16
H16 -5.60242 0.78470 2.09053  0.36
H17 -3.88799 0.32176 2.16051  0.04
H18 -4.92781 -0.37522 0.94752  0.21
C7 2.65448 1.19979 1.11360  -0.96
C8 2.32085 2.48725 0.35886  -1.02
N4 1.80840 2.22464 -1.00243  0.45
C9 1.46657 3.52269 -1.63156  -0.76
C10 -0.01939 3.67255 -1.90647  -0.96
C11 2.77013 1.48748 -1.83583  -0.41
C12 2.24535 1.21624 -3.23196  -1.12
H19 1.80281 0.52400 1.16951  -0.13
H20 2.94023 1.42937 2.14229  0.48
H21 3.53062 0.72736 0.66908  0.45
H22 1.54154 3.03392 0.89008  0.58
H23 3.24386 3.08360 0.33372  0.44
H24 1.78235 4.32821 -0.96072  0.44
H25 2.03168 3.75954 -2.53414  0.42
H26 -0.35335 2.86314 -2.56344  0.14
H27 -0.61246 3.63528 -0.99273  0.15
H28 -0.22666 4.59695 -2.44525  0.50
H29 3.01665 0.52350 -1.38930  0.00
H30 3.72703 2.03418 -1.81406  0.38
H31 1.26137 0.74183 -3.18119  0.12
H32 2.91412 0.50114 -3.71545  0.38
H33 2.14651 2.09188 -3.86862  0.37
O5 -0.25552 1.54919 2.40629  -0.40
C13 -0.45387 0.98488 3.44029  0.41
O6 -1.63785 1.04931 4.06617  -0.41
C14 -1.56367 0.41786 5.35268  -0.59
C15 -0.52437 -0.68001 5.11846  -0.43
C16 0.45510 -0.00337 4.14938  -0.16
H34 -2.51751 0.01125 5.67543  0.40
H35 -1.25855 1.14195 6.11074  0.26
H36 -1.04392 -1.51584 4.63525  0.03
H37 -0.04230 -1.16173 5.96775  0.44
H38 0.83800 -0.72165 3.42837  -0.04
H39 1.25779 0.46904 4.71328  0.44
O7 1.27297 -1.37702 -1.14794  -0.14
C17 2.24869 -2.04441 -1.36794  0.28
O8 3.18271 -2.24538 -0.42346  -0.45
C18 4.25873 -3.13672 -0.87048  -0.37
C19 3.75949 -3.69448 -2.20082  -0.66
C20 2.67729 -2.72594 -2.65453  -0.34
H40 4.30119 -3.91937 -0.12019  0.25
H41 5.13910 -2.50260 -0.89984  0.32
H42 3.34952 -4.69361 -2.05493  0.29
H43 4.52940 -3.80529 -2.96343  0.36
H44 1.85655 -3.18862 -3.19477  0.37
H45 3.04517 -1.91614 -3.29178  0.11

***

[3]
Density functional theory data (ωB97M-V/def2-TZVPD) for 2 unconnected molecules or ions with the total composition C6H12O in a non-equilibrium geometry.

LUMO (alpha / beta): -5.19 / -7.86 eV
Kohn-Sham gap (alpha / beta): 8.507 / 5.837 eV
net charge: +1
spin multiplicity: 2
<S²>: 0.7819
energy above the lowest of the compared OMol25 structures with the same formula, charge and spin: 15.1 kcal per mole
energy: -8454.3917 eV

Last column: Mulliken charge in e.
Atoms and positions in Å:
C1 -1.23195 2.70300 0.44543  -1.27
C2 0.19413 2.16051 0.20515  -0.21
C3 0.26913 0.89308 -0.51741  -0.34
C4 -0.76169 0.00103 -0.78128  0.21
C5 -0.55490 -1.08028 -1.64985  -0.05
C6 -1.38905 -2.16804 -1.66964  -0.64
H1 -1.91837 2.46313 -0.36177  0.36
H2 -1.19532 3.77374 0.59102  0.35
H3 -1.62230 2.25335 1.36252  0.35
H4 0.62767 1.95261 1.19455  0.29
H5 0.77149 2.89965 -0.34300  0.36
H6 1.21753 0.68775 -1.00690  0.34
H7 -1.74823 0.20476 -0.38658  0.36
H8 0.43695 -1.15852 -2.07962  0.31
H9 -2.39127 -2.13111 -1.27474  0.29
H10 -1.04881 -3.13194 -2.01989  0.29
H11 3.31284 -3.21940 1.99878  0.30
H12 3.23383 -3.76873 3.47180  0.33
O1 3.79832 -3.33459 2.82143  -0.63

***

[4]
Density functional theory data (ωB97M-V/def2-TZVPD) for C3H4N2O in the gas phase in a non-equilibrium geometry.

LUMO: 0.72 eV
Kohn-Sham gap: 10.812 eV
net charge: 0
spin multiplicity: 1
energy above the lowest of the compared OMol25 structures with the same formula, charge and spin: 43.4 kcal per mole
SMILES: [H]/N=C/OCC#N
energy: -8202.0042 eV

Last column: Mulliken charge in e.
Atoms and positions in Å:
N1 -0.08679 1.38828 0.01319  -0.53
C1 -0.72258 0.71576 0.86125  0.13
O1 -0.79912 -0.62620 0.74162  -0.36
C2 -0.00925 -1.19432 -0.31045  -0.20
C3 1.16036 -0.42590 -0.77660  0.30
N2 2.15508 -0.10341 -1.27122  -0.44
H1 0.05548 2.36347 0.22689  0.22
H2 -1.24891 1.07018 1.75013  0.37
H3 -0.64583 -1.39584 -1.17812  0.25
H4 0.38102 -2.13908 0.07470  0.26

***

[5]
Density functional theory data (ωB97M-V/def2-TZVPD) for 2 unconnected molecules or ions with the total composition C2H2O2S2 in a non-equilibrium geometry.

LUMO (alpha / beta): -1.88 / -1.88 eV
Kohn-Sham gap (alpha / beta): 7.392 / 7.393 eV
net charge: 0
spin multiplicity: 1
energy above the lowest of the compared OMol25 structures with the same formula, charge and spin: 46.4 kcal per mole
energy: -27869.5952 eV

Last column: Mulliken charge in e.
Atoms and positions in Å:
C1 0.83479 -0.12503 1.24318  0.72
C2 1.01631 1.12528 0.94742  -0.84
O1 0.85550 -3.84476 -0.21500  -0.37
O2 0.73080 -1.26692 1.37694  -0.33
S1 2.25722 -4.01678 0.14346  0.48
S2 3.17289 -2.31618 0.36663  -0.14
H1 0.21542 1.53209 0.32336  0.24
H2 1.89583 1.61217 1.43528  0.24

***

[6]
Density functional theory data (ωB97M-V/def2-TZVPD) for 2 unconnected molecules or ions with the total composition C4H8N2 in a non-equilibrium geometry.

LUMO: -12.28 eV
Kohn-Sham gap: 6.841 eV
net charge: +2
spin multiplicity: 1
energy above the lowest of the compared OMol25 structures with the same formula, charge and spin: 162.2 kcal per mole
energy: -7230.5023 eV

Last column: Mulliken charge in e.
Atoms and positions in Å:
C1 0.92349 1.91349 -0.41867  0.18
C2 0.42607 0.32873 -0.52412  -0.25
C3 -1.00899 -2.56100 -1.31975  -0.07
C4 0.56628 1.26514 1.92209  -0.68
N1 1.14895 1.07217 -1.46165  -0.12
N2 0.79515 0.93831 0.60169  0.26
H1 0.56554 3.04247 -0.50268  0.34
H2 -0.77025 -3.66770 -1.02912  0.34
H3 -0.55766 -2.18435 -2.38250  0.34
H4 -1.50229 -1.90545 -0.55912  0.37
H5 -0.24975 0.56225 2.27859  0.31
H6 0.34679 2.24868 2.13611  0.36
H7 1.45984 0.95849 2.66747  0.30
H8 0.99518 1.06593 -2.47318  0.31

***

[7]
Density functional theory data (ωB97M-V/def2-TZVPD) for a molecular structure, C3H2O4Sm in a non-equilibrium geometry.

LUMO (alpha / beta): -10.33 / -10.13 eV
Kohn-Sham gap (alpha / beta): 4.465 / 4.677 eV
net charge: +2
spin multiplicity: 7
<S²>: 12.0065
energy above the lowest of the compared OMol25 structures with the same formula, charge and spin: 79.0 kcal per mole
energy: -29214.8578 eV

Last column: Mulliken charge in e.
Atoms and positions in Å:
H1 -1.59140 -3.17150 1.12080  0.41
C1 -2.89658 -2.64055 -0.59906  0.29
C2 -1.66865 -2.47757 0.26009  0.10
O1 -1.08190 -1.37215 0.23607  -0.54
C3 1.31827 -1.02876 0.19897  0.89
O2 1.69132 -2.13091 0.01250  -0.31
O3 1.74165 0.07022 0.38587  -0.58
O4 -4.03166 -2.66843 -0.29891  -0.27
Sm1 4.31572 0.78202 0.68668  1.90
H2 -2.07065 -3.50701 -1.01186  0.11

***

[8]
Density functional theory data (ωB97M-V/def2-TZVPD) for 6 unconnected molecules or ions with the total composition C2H14O6 in a non-equilibrium geometry.

LUMO (alpha / beta): 3.35 / 3.26 eV
Kohn-Sham gap (alpha / beta): 2.564 / 9.182 eV
net charge: -1
spin multiplicity: 2
<S²>: 0.7504
energy above the lowest of the compared OMol25 structures with the same formula, charge and spin: 30.7 kcal per mole
energy: -14584.8582 eV

Last column: Mulliken charge in e.
Atoms and positions in Å:
C1 -2.58491 1.42163 0.08649  -1.24
C2 -1.69107 0.91148 -0.75015  -0.75
O1 -1.73462 -0.43824 -0.94741  -0.29
H1 -2.76453 2.45924 0.31719  0.63
H2 -3.21462 0.69705 0.58816  0.26
H3 -0.81193 1.30978 -1.23721  0.60
H4 -0.93266 -0.78911 -1.36838  0.36
H5 0.59668 -2.54783 -0.53942  0.30
H6 1.51046 -1.45082 -1.12262  0.48
O2 0.56579 -1.73125 -1.04005  -0.91
H7 3.88175 -1.58627 -0.32430  0.36
H8 3.25544 -0.33551 -0.96735  0.41
O3 3.25923 -1.32199 -1.01714  -0.91
H9 1.96110 1.10957 0.60054  0.20
H10 2.68090 2.00668 -0.50238  0.43
O4 2.73666 1.18505 0.02676  -0.76
H11 -0.88810 1.93717 1.50874  0.37
H12 0.33843 2.67541 2.06005  0.41
O5 0.09123 1.98043 1.44863  -0.91
H13 -1.58719 -2.01205 0.73074  0.34
H14 -2.62430 -3.02970 0.98210  0.29
O6 -2.04374 -2.45075 1.46703  -0.69